Molecular formula: C5H20N12O11V
Method: DFT, ωB97M-V/def2-TZVPD

Output
LUMO energy (spin up / spin down): 0.45 / 0.45 eV
Spin multiplicity: 4
Energy above the lowest of the compared OMol25 structures with the same formula, charge and spin: 0.000 eV
E_tot: -2631.3011 a.u.
HOMO energy (spin up / spin down): -6.69 / -8.33 eV
<S²>: 3.75
Gap between HOMO and LUMO (spin up / spin down): 7.1 / 8.8 eV

Element x y z (Å)
V (-0.085, 0.167, 0.094)
N (-3.328, -0.166, -1.380)
O (-2.198, 0.010, -0.876)
O (-3.561, 0.348, -2.491)
O (-4.188, -0.797, -0.774)
N (2.549, -0.884, 2.254)
O (1.574, -0.360, 1.667)
O (3.440, -1.419, 1.575)
O (2.600, -0.835, 3.480)
C (2.948, 0.643, -1.545)
O (1.929, 0.607, -0.886)
N (4.144, 0.276, -1.003)
N (2.977, 0.844, -2.915)
H (4.946, 0.189, -1.596)
H (4.108, -0.060, -0.048)
H (3.629, 1.517, -3.282)
H (2.061, 0.874, -3.335)
C (-0.847, 1.565, 2.842)
O (-0.940, 1.382, 1.627)
N (-1.520, 2.608, 3.429)
N (0.055, 0.959, 3.645)
H (-2.376, 2.862, 2.964)
H (-1.482, 2.650, 4.433)
H (0.823, 0.394, 3.291)
H (0.126, 1.259, 4.600)
C (0.663, -2.483, -1.756)
O (0.305, -1.402, -1.326)
N (1.969, -2.739, -2.010)
N (-0.179, -3.508, -2.153)
H (2.290, -3.557, -2.489)
H (2.597, -2.022, -1.686)
H (-1.162, -3.294, -2.196)
H (0.076, -4.402, -1.767)
C (-0.547, 2.821, -1.832)
O (-0.224, 2.145, -0.864)
N (0.197, 3.861, -2.333)
N (-1.520, 2.438, -2.685)
H (-0.006, 4.161, -3.270)
H (0.828, 4.437, -1.813)
H (-1.785, 3.073, -3.417)
H (-2.151, 1.681, -2.436)
C (-1.960, -1.854, 1.925)
O (-1.013, -1.541, 1.215)
N (-2.016, -3.072, 2.535)
N (-2.943, -1.004, 2.246)
H (-1.321, -3.793, 2.532)
H (-2.863, -3.316, 3.018)
H (-3.724, -1.224, 2.834)
H (-2.898, -0.042, 1.959)

***

Molecular formula: C14H18N4S
Method: DFT, ωB97M-V/def2-TZVPD

Output
LUMO energy: 0.44 eV
Energy above the lowest of the compared OMol25 structures with the same formula, charge and spin: 1.737 eV
E_tot: -1161.4576 a.u.
HOMO energy: -7.97 eV
Gap between HOMO and LUMO: 8.4 eV

Element x y z (Å)
C (4.362, -1.475, -5.421)
C (4.509, -0.456, -4.468)
C (3.633, -0.389, -3.380)
C (2.637, -1.392, -3.185)
C (1.686, -1.297, -2.066)
N (0.575, -2.013, -1.961)
N (-0.104, -1.784, -0.817)
C (0.530, -0.982, 0.000)
N (0.128, -0.580, 1.268)
C (-1.149, -0.924, 1.868)
N (-1.543, 0.396, 2.401)
C (-2.289, 0.292, 3.685)
C (-2.581, 1.652, 4.282)
C (-3.256, 2.616, 3.258)
C (-2.449, 2.678, 1.966)
C (-2.276, 1.264, 1.400)
S (1.997, -0.336, -0.654)
C (2.518, -2.434, -4.118)
C (3.342, -2.440, -5.256)
H (5.046, -1.567, -6.289)
H (5.285, 0.324, -4.643)
H (3.726, 0.476, -2.743)
H (0.567, 0.276, 1.608)
H (-1.078, -1.718, 2.624)
H (-1.919, -1.289, 1.153)
H (-1.714, -0.326, 4.381)
H (-3.216, -0.251, 3.484)
H (-3.247, 1.476, 5.098)
H (-1.660, 2.099, 4.720)
H (-4.281, 2.313, 3.063)
H (-3.357, 3.590, 3.731)
H (-2.901, 3.318, 1.220)
H (-1.507, 3.104, 2.233)
H (-3.255, 0.852, 1.071)
H (-1.700, 1.357, 0.467)
H (1.746, -3.206, -3.995)
H (3.192, -3.222, -5.986)

***

Molecular formula: C6H8FN
Method: DFT, ωB97M-V/def2-TZVPD

Output
LUMO energy (spin up / spin down): 1.03 / -2.31 eV
Spin multiplicity: 3
Energy above the lowest of the compared OMol25 structures with the same formula, charge and spin: 1.457 eV
E_tot: -387.8272 a.u.
HOMO energy (spin up / spin down): -5.21 / -8.75 eV
<S²>: 2.03
Gap between HOMO and LUMO (spin up / spin down): 6.2 / 6.4 eV

Element x y z (Å)
C (1.524, 0.784, -0.169)
C (-0.749, 1.177, -0.044)
C (-1.849, 1.842, 0.232)
C (1.569, -0.709, -0.032)
C (0.254, -1.377, 0.379)
C (-0.884, -0.874, -0.462)
N (0.525, 1.559, -0.134)
F (-2.110, -1.296, -0.055)
H (2.483, 1.265, -0.338)
H (-1.813, 2.888, 0.498)
H (-2.810, 1.366, 0.218)
H (1.906, -1.110, -0.994)
H (2.339, -0.956, 0.704)
H (0.371, -2.467, 0.314)
H (0.040, -1.137, 1.425)
H (-0.795, -0.957, -1.541)

***

Molecular formula: C3H3N4O
Method: DFT, ωB97M-V/def2-TZVPD

Output
LUMO energy (spin up / spin down): -7.58 / -7.79 eV
Energy above the lowest of the compared OMol25 structures with the same formula, charge and spin: 7.363 eV
E_tot: -409.7338 a.u.
Charge: +1
HOMO energy (spin up / spin down): -14.96 / -14.80 eV
Gap between HOMO and LUMO (spin up / spin down): 7.4 / 7.0 eV

Element x y z (Å)
C (-1.112, 0.188, -1.034)
C (-0.231, 0.548, -0.059)
C (0.562, -0.561, 0.194)
N (0.139, -1.639, -0.405)
N (-0.838, -1.173, -1.238)
N (0.486, 1.318, 0.900)
N (1.235, 0.216, 1.152)
O (2.650, 0.255, 2.116)
H (-1.901, 0.775, -1.638)
H (-1.326, -1.971, -1.593)
H (0.335, 2.044, 1.605)

***

Molecular formula: C40H63IrN7O2P
Method: DFT, ωB97M-V/def2-TZVPD

Output
LUMO energy (spin up / spin down): -9.78 / -11.13 eV
Spin multiplicity: 2
Energy above the lowest of the compared OMol25 structures with the same formula, charge and spin: 2.140 eV
E_tot: -2540.5382 a.u.
Charge: +3
HOMO energy (spin up / spin down): -15.90 / -15.90 eV
<S²>: 0.79
Gap between HOMO and LUMO (spin up / spin down): 6.1 / 4.8 eV

Element x y z (Å)
Ir (-1.693, 1.941, 0.412)
C (-3.062, 2.789, -2.275)
N (-2.228, 3.447, -1.221)
C (-1.024, 4.039, -1.869)
C (-3.001, 4.498, -0.553)
C (-3.615, 5.507, -1.263)
C (-4.434, 6.415, -0.596)
C (-4.681, 6.269, 0.767)
C (-4.041, 5.282, 1.485)
C (-3.121, 4.437, 0.837)
N (-2.343, 3.489, 1.487)
C (-2.087, 3.507, 2.830)
C (-2.147, 4.638, 3.675)
C (-2.027, 4.461, 5.033)
C (-1.821, 3.184, 5.565)
C (-1.633, 2.083, 4.727)
C (-1.721, 2.264, 3.368)
N (-1.373, 1.215, 2.413)
C (0.121, 1.022, 2.511)
C (-2.053, -0.088, 2.686)
H (-3.235, 3.477, -3.102)
H (-4.024, 2.502, -1.860)
H (-2.542, 1.911, -2.653)
H (-1.328, 4.852, -2.528)
H (-0.529, 3.291, -2.479)
H (-0.348, 4.433, -1.113)
H (-3.484, 5.597, -2.333)
H (-4.919, 7.203, -1.156)
H (-5.385, 6.922, 1.264)
H (-4.291, 5.112, 2.522)
H (-2.247, 5.629, 3.255)
H (-2.077, 5.317, 5.692)
H (-1.757, 3.048, 6.636)
H (-1.391, 1.119, 5.152)
H (0.359, 0.639, 3.505)
H (0.605, 1.991, 2.386)
H (0.424, 0.309, 1.744)
H (-1.674, -0.518, 3.613)
H (-1.822, -0.766, 1.867)
H (-3.126, 0.074, 2.779)
O (0.202, -0.941, 0.323)
P (1.022, -2.205, 0.078)
C (0.541, -3.535, 1.214)
C (0.995, -3.196, 2.645)
C (0.854, -4.436, 3.536)
C (-0.422, -5.229, 3.204)
C (-1.478, -4.332, 2.566)
C (-0.990, -3.768, 1.218)
C (2.817, -1.854, 0.220)
C (3.103, -0.661, 1.147)
C (4.584, -0.272, 1.083)
C (5.524, -1.482, 1.288)
C (4.745, -2.739, 1.659)
C (3.720, -3.076, 0.573)
C (0.820, -2.746, -1.646)
C (-0.657, -2.792, -2.078)
C (-0.752, -3.335, -3.503)
C (-0.229, -4.787, -3.586)
C (0.577, -5.177, -2.344)
C (1.564, -4.070, -1.976)
H (1.049, -4.449, 0.894)
H (0.363, -2.383, 3.019)
H (2.024, -2.840, 2.671)
H (0.844, -4.123, 4.582)
H (1.732, -5.072, 3.412)
H (-0.820, -5.690, 4.107)
H (-0.196, -6.055, 2.525)
H (-1.719, -3.515, 3.255)
H (-2.400, -4.890, 2.406)
H (-1.504, -2.828, 1.003)
H (-1.256, -4.473, 0.430)
H (3.066, -1.517, -0.795)
H (2.829, -0.904, 2.176)
H (2.491, 0.193, 0.846)
H (4.775, 0.490, 1.840)
H (4.786, 0.196, 0.114)
H (6.258, -1.260, 2.061)
H (6.090, -1.678, 0.375)
H (4.252, -2.604, 2.626)
H (5.426, -3.583, 1.771)
H (3.132, -3.934, 0.897)
H (4.264, -3.386, -0.321)
H (1.286, -1.915, -2.195)
H (-1.083, -1.788, -2.018)
H (-1.238, -3.431, -1.415)
H (-0.173, -2.684, -4.167)
H (-1.786, -3.285, -3.846)
H (0.405, -4.899, -4.467)
H (-1.060, -5.482, -3.706)
H (1.117, -6.105, -2.530)
H (-0.094, -5.366, -1.501)
H (2.240, -3.908, -2.819)
H (2.191, -4.396, -1.146)
C (2.313, 3.069, -4.292)
C (1.719, 1.751, -4.780)
C (0.311, 1.928, -5.338)
C (1.774, 0.658, -3.710)
N (1.070, 1.034, -2.464)
C (1.511, 1.743, -1.411)
N (0.515, 1.830, -0.560)
N (-0.496, 1.198, -1.133)
N (-0.209, 0.714, -2.277)
H (2.372, 3.779, -5.116)
H (3.325, 2.944, -3.901)
H (1.693, 3.535, -3.519)
H (2.360, 1.370, -5.580)
H (-0.378, 2.316, -4.581)
H (-0.094, 0.989, -5.718)
H (0.322, 2.639, -6.163)
H (2.802, 0.432, -3.428)
H (1.290, -0.254, -4.055)
H (2.509, 2.132, -1.293)
O (-4.402, 0.728, 0.127)
C (-3.360, 1.123, 0.277)

***

Molecular formula: C15H18O
Method: DFT, ωB97M-V/def2-TZVPD

Output
LUMO energy: 0.81 eV
Energy above the lowest of the compared OMol25 structures with the same formula, charge and spin: 1.530 eV
E_tot: -657.5608 a.u.
HOMO energy: -8.27 eV
Gap between HOMO and LUMO: 9.1 eV

Element x y z (Å)
C (1.311, 0.220, 4.698)
C (1.255, 1.579, 3.942)
C (1.124, 1.442, 2.454)
C (0.791, 2.530, 1.591)
C (0.849, 2.393, 0.220)
C (1.268, 1.192, -0.344)
O (1.497, 1.248, -1.700)
C (1.424, 0.046, 0.391)
C (1.512, 0.288, 1.792)
H (2.294, -0.235, 4.507)
H (0.382, -0.257, 4.407)
H (1.556, 0.240, 5.771)
H (0.470, 2.171, 4.407)
H (2.250, 2.024, 4.117)
H (0.543, 3.506, 1.992)
H (0.637, 3.263, -0.386)
H (1.918, 0.416, -1.946)
H (1.497, -0.945, -0.023)
H (1.899, -0.581, 2.300)
C (-1.115, -3.124, -1.291)
C (-1.548, -1.946, -2.151)
C (-2.598, -1.089, -1.798)
C (-2.977, -0.182, -2.778)
C (-2.054, 0.283, -3.746)
C (-0.941, -0.510, -3.945)
C (-0.730, -1.649, -3.214)
H (-1.219, -4.088, -1.784)
H (-1.667, -3.147, -0.347)
H (-0.083, -2.930, -0.983)
H (-3.234, -1.215, -0.938)
H (-3.945, 0.312, -2.705)
H (-2.335, 1.032, -4.472)
H (-0.265, -0.139, -4.713)
H (0.231, -2.147, -3.325)

***

Molecular formula: C8H17NO2S
Method: DFT, ωB97M-V/def2-TZVPD

Output
LUMO energy: 0.73 eV
Energy above the lowest of the compared OMol25 structures with the same formula, charge and spin: 3.318 eV
E_tot: -918.3202 a.u.
HOMO energy: -8.43 eV
Gap between HOMO and LUMO: 9.2 eV

Element x y z (Å)
C (2.206, -0.051, 0.122)
C (-2.656, -0.652, 2.145)
C (-2.381, 1.429, 0.744)
C (0.236, -1.310, -2.056)
C (3.340, 1.571, -0.949)
C (-1.504, -0.642, -0.276)
C (-1.793, 0.082, 1.127)
C (-0.074, -0.496, -0.813)
N (0.821, -0.752, 0.267)
O (4.689, 0.036, 0.916)
O (2.061, 1.076, -0.567)
S (3.450, -0.725, 0.847)
H (-2.787, -0.234, 3.209)
H (-3.649, -0.836, 1.871)
H (-2.263, -1.617, 2.319)
H (-1.645, 2.146, 0.393)
H (-3.192, 1.291, 0.003)
H (-2.969, 1.909, 1.633)
H (-0.076, -0.833, -3.008)
H (1.318, -1.348, -2.087)
H (-0.090, -2.267, -2.025)
H (3.081, 2.464, -1.584)
H (3.742, 0.763, -1.555)
H (3.934, 1.916, -0.060)
H (-1.740, -1.708, -0.269)
H (-2.200, -0.268, -1.113)
H (-0.732, 0.209, 1.569)
H (-0.125, 0.555, -1.225)
H (0.998, -1.708, 0.421)

***

Molecular formula: C4H10OS
Method: DFT, ωB97M-V/def2-TZVPD

Output
LUMO energy: 0.76 eV
Energy above the lowest of the compared OMol25 structures with the same formula, charge and spin: 1.240 eV
E_tot: -631.7791 a.u.
HOMO energy: -8.72 eV
Gap between HOMO and LUMO: 9.5 eV

Element x y z (Å)
C (-2.721, 0.462, -1.006)
C (-1.665, 0.116, -1.741)
O (-0.488, 0.812, -1.745)
H (-3.510, -0.263, -0.892)
H (-2.803, 1.478, -0.636)
H (-1.642, -0.822, -2.278)
H (-0.638, 1.534, -1.126)
C (1.677, -0.583, 2.103)
C (1.101, -0.157, 0.743)
S (2.048, -0.895, -0.611)
H (1.741, -1.672, 2.100)
H (2.633, -0.114, 2.290)
H (0.923, -0.368, 2.863)
H (0.962, 0.921, 0.674)
H (0.113, -0.608, 0.658)
H (2.268, 0.158, -1.395)

***

Q: The highest E_tot belongs to which entry?
A: C6H8FN

***

Q: Which formula does entry 3 have?
A: C6H8FN

***

Q: The lowest E_tot belongs to which entry?
A: C5H20N12O11V